{"formula": "C25H51BrFeGeOPSbSi3", "method": "ωB97M-V/def2-TZVPD", "spin_multiplicity": 5, "orbital_gap_ev": [7.57, 4.85], "lumo_ev": [-5.2, -8.0], "total_charge": 2, "symbols": ["Fe", "Br", "C", "C", "C", "C", "C", "C", "C", "C", "C", "C", "H", "H", "H", "H", "H", "H", "C", "P", "C", "C", "O", "H", "H", "H", "H", "H", "H", "H", "H", "H", "C", "Sb", "C", "C", "H", "H", "H", "H", "H", "H", "H", "H", "H", "C", "Si", "C", "C", "Ge", "Si", "C", "C", "C", "Si", "C", "C", "C", "H", "H", "H", "H", "H", "H", "H", "H", "H", "H", "H", "H", "H", "H", "H", "H", "H", "H", "H", "H", "H", "H", "H", "H", "H", "H", "H"], "positions_angstrom": [[-2.08792, -0.28096, -0.12862], [-0.56102, 1.48934, 0.29658], [-1.92042, 2.91324, 0.42278], [-1.60642, 4.20454, 0.72108], [-2.64372, 5.15114, 0.70588], [-3.91672, 4.78674, 0.35918], [-4.23232, 3.45164, 0.02988], [-5.52002, 3.04584, -0.37562], [-5.72852, 1.75214, -0.77402], [-4.70172, 0.79674, -0.70242], [-3.44572, 1.10924, -0.23602], [-3.20212, 2.46864, 0.08238], [-0.60112, 4.50024, 0.97168], [-2.41682, 6.17544, 0.95288], [-4.70192, 5.52614, 0.32118], [-6.32432, 3.76764, -0.38032], [-6.69922, 1.43434, -1.11832], [-4.92622, -0.21456, -1.02602], [1.26318, -3.35646, -1.45012], [-0.43612, -2.71506, -1.39952], [-0.84362, -1.76556, -2.90542], [-1.50022, -4.18646, -1.34192], [-0.62382, -1.78816, -0.21942], [1.44478, -3.86206, -2.39252], [1.37748, -4.07676, -0.64102], [1.97668, -2.54876, -1.30702], [-0.84442, -2.39116, -3.79022], [-0.12342, -0.95966, -3.03372], [-1.83582, -1.32526, -2.76022], [-1.26712, -4.85156, -2.16852], [-2.54302, -3.89536, -1.40972], [-1.32222, -4.70756, -0.40282], [-3.17782, -3.69156, 1.99808], [-3.75002, -1.95536, 0.82998], [-4.88492, -3.05236, -0.66952], [-5.44282, -1.37686, 2.02028], [-3.83422, -4.51626, 1.74228], [-3.29292, -3.47206, 3.05378], [-2.14772, -3.97606, 1.81078], [-5.94072, -2.96386, -0.43732], [-4.62902, -4.10736, -0.63962], [-4.71862, -2.67456, -1.67512], [-6.16922, -2.18306, 1.99618], [-5.89302, -0.47396, 1.62408], [-5.14112, -1.20046, 3.04688], [2.81718, 3.70384, -0.52942], [3.08828, 2.58084, 0.98818], [2.07998, 3.20714, 2.48198], [4.92068, 2.28244, 1.40698], [2.19458, 0.11584, -0.05212], [3.40928, 0.31694, -2.37432], [5.24138, 0.82984, -2.17852], [3.31348, -1.32056, -3.37092], [2.36138, 1.62784, -3.30572], [2.77568, -1.16226, 2.12938], [1.70518, -2.74776, 2.06128], [4.63108, -1.61066, 2.22868], [2.20158, -0.07966, 3.59848], [2.70648, 4.73434, -0.20592], [1.92398, 3.44124, -1.08512], [3.66238, 3.67064, -1.20792], [1.96678, 4.28494, 2.41108], [2.58418, 3.00364, 3.42128], [1.08408, 2.78214, 2.53848], [5.43018, 3.24084, 1.43798], [5.42958, 1.66834, 0.67268], [5.04968, 1.81924, 2.37878], [5.73008, 0.27134, -1.38632], [5.35118, 1.88714, -1.96092], [5.79078, 0.63304, -3.09462], [3.74808, -2.16316, -2.84312], [3.86898, -1.20586, -4.29682], [2.29258, -1.57246, -3.63882], [2.89178, 2.56974, -3.39822], [1.42638, 1.82684, -2.78852], [2.11298, 1.30794, -4.31252], [2.25638, -3.56796, 1.61238], [0.79528, -2.58616, 1.49138], [1.42138, -3.06186, 3.06108], [4.93848, -2.24416, 1.40268], [4.82438, -2.15536, 3.14738], [5.26778, -0.73286, 2.23378], [1.29958, 0.47604, 3.35918], [2.96408, 0.62784, 3.90678], [1.97878, -0.70276, 4.45948]]}

{"formula": "C25H51Cl3N4O9PS3", "method": "ωB97M-V/def2-TZVPD", "orbital_gap_ev": 7.29, "lumo_ev": 2.0, "total_charge": -1, "symbols": ["C", "C", "N", "C", "C", "P", "Cl", "C", "Cl", "C", "C", "Cl", "O", "C", "C", "C", "C", "N", "N", "N", "O", "C", "C", "O", "H", "H", "H", "H", "H", "H", "H", "H", "H", "H", "H", "H", "H", "H", "H", "H", "H", "H", "H", "H", "H", "H", "H", "H", "H", "H", "H", "C", "C", "C", "S", "O", "O", "C", "H", "H", "H", "H", "H", "H", "H", "H", "C", "C", "C", "S", "O", "O", "C", "H", "H", "H", "H", "H", "H", "H", "H", "C", "C", "C", "S", "O", "O", "C", "H", "H", "H", "H", "H", "H", "H", "H"], "positions_angstrom": [[3.41629, 0.49016, 1.70740], [3.22559, -0.64265, 0.69961], [1.81600, -0.65017, 0.24014], [1.60091, 0.33958, -0.82769], [0.13156, 0.65474, -1.02118], [-0.49432, 1.88151, 0.27357], [0.39363, 3.52960, -1.01904], [-0.97079, 3.27041, 1.54746], [-1.91664, 4.63048, 1.00465], [-0.61094, 3.22696, 2.82819], [0.21764, 2.14129, 3.45898], [-1.04571, 4.49483, 3.96225], [-1.22286, 0.66795, 1.24601], [-2.60301, 0.89154, 1.36364], [-3.05501, 1.32142, -0.03607], [-3.31421, 0.13303, -0.95244], [-4.49610, -0.80349, -0.59848], [-5.48230, -0.28198, 0.36973], [-5.18594, -1.09511, -1.85759], [-3.96738, -2.05915, -0.10244], [-1.99948, 2.10225, -0.53902], [1.37824, -1.93132, -0.11204], [1.20378, -2.87954, 1.05986], [1.08973, -2.27525, -1.24111], [4.31156, 0.34217, 2.31049], [3.51464, 1.43859, 1.18369], [2.52867, 0.50820, 2.33267], [3.43223, -1.59075, 1.19122], [3.86633, -0.51424, -0.17798], [2.12907, 1.25924, -0.57221], [2.03499, -0.01325, -1.76743], [-0.44763, -0.26579, -1.03511], [-0.00001, 1.11435, -2.00077], [0.75229, 1.81024, 0.95011], [0.40467, 2.38325, 4.50320], [1.17354, 2.03267, 2.95210], [-0.31801, 1.19302, 3.42927], [-2.86107, 1.64966, 2.11348], [-3.05346, -0.04297, 1.70843], [-3.94011, 1.96301, 0.05796], [-3.45195, 0.47675, -1.97628], [-2.40968, -0.47134, -0.92439], [-5.16252, -0.38501, 1.32306], [-5.72722, 0.68338, 0.19239], [-5.94093, -1.74815, -1.67542], [-5.58150, -0.23830, -2.22744], [-4.68872, -2.60837, 0.35381], [-3.20880, -1.89680, 0.54764], [0.57320, -3.70608, 0.74250], [2.16411, -3.27558, 1.38804], [0.73758, -2.34848, 1.88694], [-2.93762, -6.81489, -2.93483], [-1.96343, -5.85301, -2.24066], [-2.76912, -4.63195, -1.78641], [-4.44754, -5.21288, -1.50395], [-5.33384, -4.59946, -2.45940], [-4.75846, -5.18683, -0.09509], [-4.15303, -6.90794, -2.01914], [-2.49180, -7.79467, -3.10462], [-3.23540, -6.40801, -3.90365], [-1.51985, -6.34832, -1.37426], [-1.14925, -5.55451, -2.89883], [-2.40609, -4.19253, -0.86313], [-2.82789, -3.86121, -2.55161], [-5.05112, -7.28501, -2.50269], [-3.93679, -7.48791, -1.12210], [4.09252, 4.32905, 6.60739], [5.54635, 4.27372, 6.11472], [5.63663, 3.14446, 5.08120], [3.99695, 3.01370, 4.34155], [3.44049, 1.73522, 4.70182], [4.04610, 3.45257, 2.97503], [3.22286, 4.27003, 5.35658], [3.89436, 5.23065, 7.18559], [3.88301, 3.46752, 7.24516], [5.80735, 5.22458, 5.64608], [6.24541, 4.10916, 6.93406], [6.35092, 3.34858, 4.28781], [5.85753, 2.18372, 5.54200], [2.19049, 3.98048, 5.53918], [3.25574, 5.20394, 4.79638], [0.48172, 0.29482, -5.15498], [0.42929, 1.76265, -5.60148], [1.72069, 2.43084, -5.11734], [2.96089, 1.12821, -5.04832], [3.31209, 0.93664, -3.66898], [3.97163, 1.33688, -6.05792], [1.87215, -0.21055, -5.52871], [-0.29696, -0.30224, -5.62792], [0.34451, 0.23040, -4.07323], [0.36959, 1.81307, -6.69158], [-0.44341, 2.27361, -5.19803], [2.07975, 3.20974, -5.78531], [1.61897, 2.82342, -4.10542], [2.17239, -1.10972, -4.99520], [1.98134, -0.35257, -6.60418]]}

| no. | E (eV) |
| --- | --- |
| 1 | -229191.5661 |
| 2 | -130503.9580 |